# 1
Formula: C12H23N2O3P2Pb
Source: OMol25
Level of theory: ωB97M-V/def2-TZVPD

Calculated values
**Energy above the lowest of the compared OMol25 structures with the same formula, charge and spin**: 92.6 kcal/mol
**Charge**: +1
**Energy**: -45754.81753 eV
**F_max**: 4.8 eV/Å
**HOMO energy (spin up / spin down)**: -10.2 / -10.1 eV
**Kohn-Sham gap (spin up / spin down)**: 4.7 / 4.6 eV
**2S+1**: 1

Positions of all 43 atoms, in Å:
Pb1 -0.11 0.99 1.79
P1 2.22 -0.29 1.24
P2 -2.64 0.93 0.60
O1 -1.14 -1.77 5.31
O2 0.37 2.32 -1.31
O3 4.81 2.46 -2.62
N1 -0.24 -0.49 -0.57
N2 -0.94 -0.73 3.16
C1 -3.02 1.96 -0.86
C2 -1.00 -1.16 4.28
C3 0.97 -0.85 -1.17
C4 -2.65 -0.70 -0.16
C5 2.14 -0.49 -0.50
C6 -4.21 1.02 1.52
C7 2.04 -1.98 1.87
C8 3.86 0.23 1.75
C9 -1.40 -1.06 -0.96
C10 -1.44 -1.93 -2.04
C11 -0.29 -2.11 -2.82
C12 0.91 -1.58 -2.38
H1 -0.35 -2.70 -3.73
H2 3.05 -0.44 -1.16
H3 4.31 3.00 -3.34
H4 -2.73 -1.44 0.64
H5 -2.39 -2.39 -2.34
H6 1.61 -2.64 1.11
H7 -3.52 -0.80 -0.83
H8 4.49 -0.65 1.79
H9 -5.08 1.10 0.84
H10 -4.11 1.92 -1.04
H11 1.28 1.79 -1.51
H12 4.93 3.26 -2.08
H13 -4.35 0.11 2.13
H14 -0.23 2.09 -1.98
H15 3.75 0.76 2.72
H16 -4.19 1.92 2.17
H17 4.33 0.86 0.97
H18 -2.73 3.00 -0.65
H19 3.05 -2.35 2.09
H20 -2.56 1.55 -1.76
H21 -0.03 1.04 -0.04
H22 1.84 -1.80 -2.89
H23 1.39 -1.98 2.76

# 2
Formula: C12H23O5S
Source: OMol25
Level of theory: ωB97M-V/def2-TZVPD

Calculated values
**Charge**: +1
**Energy**: -33883.08797 eV
**F_max**: 0.4 eV/Å
**HOMO energy**: -12.4 eV
**Kohn-Sham gap**: 9.4 eV
**2S+1**: 1

Positions of all 41 atoms, in Å:
S1 -2.48 -0.86 -1.95
O1 -3.84 -1.19 1.00
O2 3.57 1.64 -1.31
O3 4.47 2.54 0.52
O4 -2.04 -2.07 -2.94
O5 -3.52 0.70 -0.14
C1 -4.10 0.12 0.75
C2 -0.91 -0.24 -1.24
C3 -5.15 -0.43 2.80
C4 -0.59 1.03 -2.04
C5 5.54 2.23 1.44
C6 1.48 -0.97 -1.86
C7 4.34 1.55 -0.39
C8 5.69 0.72 1.38
C9 0.19 -1.32 -1.14
C10 -4.72 -1.68 2.05
C11 5.30 0.42 -0.06
C12 -5.15 0.63 1.70
H1 5.25 2.62 2.42
H2 4.82 -0.54 -0.22
H3 -4.15 -2.39 2.64
H4 6.43 2.75 1.11
H5 -1.23 0.06 -0.24
H6 1.31 -0.58 -2.87
H7 0.39 -1.46 -0.07
H8 -4.42 -0.18 3.56
H9 6.14 0.50 -0.75
H10 0.40 1.39 -1.77
H11 -6.09 0.67 1.15
H12 -6.12 -0.55 3.29
H13 -1.32 1.80 -1.82
H14 -0.61 0.86 -3.12
H15 2.06 -0.22 -1.33
H16 -0.17 -2.29 -1.48
H17 4.98 0.24 2.07
H18 -1.25 -1.83 -3.47
H19 -2.85 -1.64 -0.92
H20 -4.90 1.63 2.03
H21 6.69 0.39 1.65
H22 2.11 -1.86 -1.96
H23 -5.55 -2.19 1.57

# 3
Formula: C12H24As2F13O12Tl
Source: OMol25
Level of theory: ωB97M-V/def2-TZVPD

Calculated values
**Energy above the lowest of the compared OMol25 structures with the same formula, charge and spin**: 124.2 kcal/mol
**Energy**: -199091.96890 eV
**F_max**: 4.4 eV/Å
**HOMO energy**: -11.3 eV
**Kohn-Sham gap**: 1.8 eV
**2S+1**: 1

Positions of all 64 atoms, in Å:
Tl1 1.60 1.27 -0.59
As1 6.75 -0.47 2.28
As2 -3.68 -1.45 -0.47
F1 4.62 1.74 -2.54
F2 5.95 -2.06 2.21
F3 -2.02 -0.78 -0.92
F4 -3.12 -3.08 -1.15
F5 -3.98 0.19 0.15
F6 5.39 0.25 1.34
F7 8.13 -1.24 3.19
F8 7.69 -0.88 0.84
F9 -2.91 -1.82 1.08
F10 -5.27 -1.99 0.06
F11 -4.43 -0.95 -2.05
F12 5.92 -0.05 3.86
F13 7.65 1.08 2.37
O1 -3.17 3.20 -3.92
O2 0.38 1.27 3.69
O3 -3.92 4.50 -2.36
O4 -1.72 1.48 4.39
O5 -0.31 -0.66 -6.32
O6 1.53 -2.63 1.50
O7 0.58 0.67 -4.60
O8 1.48 -4.44 2.89
O9 -0.03 1.63 5.89
O10 1.38 0.47 -6.71
O11 -2.15 3.26 -1.97
O12 2.54 -4.58 0.96
C1 -3.05 3.62 -2.66
C2 -0.42 1.40 4.59
C3 0.65 -3.93 3.92
C4 -1.54 -1.02 -5.62
C5 1.26 1.44 6.22
C6 -2.63 1.21 5.48
C7 -4.40 3.41 -4.66
C8 2.51 1.27 -6.39
C9 1.72 -3.85 1.76
C10 -4.21 4.90 -1.04
C11 2.76 -6.06 1.06
C12 0.51 0.20 -5.74
H1 0.35 -4.82 4.47
H2 -2.14 -1.65 -6.28
H3 -3.64 1.22 5.07
H4 -2.44 2.10 6.08
H5 1.87 2.33 6.05
H6 -3.45 5.47 -0.51
H7 -5.11 5.50 -1.02
H8 -1.96 -0.04 -5.38
H9 -4.49 4.01 -0.48
H10 3.19 -6.61 0.23
H11 -0.23 -3.40 3.54
H12 -2.39 0.25 5.92
H13 1.85 0.59 5.88
H14 3.41 -6.36 1.88
H15 2.25 2.26 -6.04
H16 -4.56 4.44 -4.97
H17 1.29 1.40 7.31
H18 -4.27 2.80 -5.55
H19 3.17 0.66 -5.77
H20 1.17 -3.27 4.61
H21 2.96 1.34 -7.39
H22 -5.37 3.22 -4.19
H23 1.75 -6.43 1.23
H24 -1.24 -1.55 -4.72

# 4
Formula: C12H24AuF3N3NbO
Source: OMol25
Level of theory: ωB97M-V/def2-TZVPD

Calculated values
**Charge**: +2
**Energy**: -32724.15181 eV
**F_max**: 7.3 eV/Å
**HOMO energy (spin up / spin down)**: -15.7 / -15.3 eV
**Kohn-Sham gap (spin up / spin down)**: 4.2 / 3.6 eV
**2S+1**: 1

Positions of all 45 atoms, in Å:
Au1 -2.81 -1.77 3.43
Nb1 -0.36 0.03 1.38
F1 1.79 0.69 3.55
F2 -0.26 1.03 4.28
F3 0.49 -1.05 3.99
O1 -4.11 -1.69 0.87
N1 0.83 -1.13 0.18
N2 -0.41 1.81 0.51
N3 -2.03 -0.83 0.88
C1 0.47 0.22 3.44
C2 0.52 1.83 -1.82
C3 -2.96 -1.60 1.27
C4 0.51 -2.26 -0.70
C5 0.45 -3.52 0.20
C6 0.62 2.74 1.10
C7 -1.94 1.63 -1.33
C8 -0.62 2.26 -0.88
C9 -0.74 3.77 -1.01
C10 1.67 -2.40 -1.73
C11 -0.83 -2.00 -1.43
C12 2.21 -1.08 0.69
H1 2.27 -0.54 1.65
H2 -0.71 -1.13 -2.10
H3 1.43 2.41 -1.64
H4 1.10 2.34 2.03
H5 2.57 -2.12 0.78
H6 0.76 0.77 -1.70
H7 2.88 -0.53 0.00
H8 1.33 -3.20 -2.42
H9 1.46 -3.68 0.63
H10 -1.00 -2.93 -2.01
H11 0.15 -4.34 -0.47
H12 -0.27 -3.33 1.02
H13 0.09 3.69 1.38
H14 1.55 2.98 0.49
H15 1.82 -1.45 -2.29
H16 0.22 4.29 -0.91
H17 -1.85 0.54 -1.32
H18 -1.43 4.19 -0.26
H19 -1.15 4.03 -2.02
H20 -2.18 2.00 -2.33
H21 0.18 1.98 -2.86
H22 -1.64 -1.85 -0.68
H23 -2.70 1.92 -0.61
H24 2.61 -2.72 -1.22

# 5
Formula: C12H24BFN3O4
Source: OMol25
Level of theory: ωB97M-V/def2-TZVPD

Calculated values
**Charge**: +1
**Energy**: -28883.24534 eV
**F_max**: 2.2 eV/Å
**HOMO energy**: -11.5 eV
**Kohn-Sham gap**: 8.2 eV
**2S+1**: 1

Positions of all 45 atoms, in Å:
F1 0.03 4.66 -1.46
O1 -1.84 1.64 -2.63
O2 -1.03 1.02 -0.52
O3 -2.57 -1.66 2.28
O4 1.37 -1.48 -0.70
N1 2.56 2.46 -2.24
N2 4.71 2.11 -1.29
N3 0.47 2.40 -1.88
C1 -2.18 -0.30 2.14
C2 0.85 3.69 -1.76
C3 0.71 -1.69 0.56
C4 -3.54 -1.78 3.33
C5 -3.16 0.53 2.96
C6 2.20 3.76 -2.00
C7 3.93 1.97 -2.52
C8 -0.23 -2.87 0.37
C9 1.13 -2.62 -1.55
C10 -3.52 -0.45 4.07
C11 1.53 1.62 -2.18
C12 0.52 -3.70 -0.67
B1 -0.87 1.68 -1.69
H1 3.86 0.93 -2.86
H2 -0.43 -3.40 1.30
H3 1.31 -4.28 -0.18
H4 -0.12 -4.39 -1.22
H5 4.08 2.10 -0.49
H6 -0.14 0.84 -0.19
H7 -1.53 1.92 -3.50
H8 -2.18 -0.05 1.08
H9 0.43 -2.31 -2.34
H10 2.06 -2.93 -2.02
H11 0.17 -0.78 0.84
H12 -2.74 -0.46 4.84
H13 -4.04 0.76 2.37
H14 -4.52 -1.98 2.88
H15 1.56 0.55 -2.34
H16 -4.47 -0.23 4.56
H17 -1.18 -2.53 -0.04
H18 5.30 1.29 -1.16
H19 1.47 -1.89 1.32
H20 4.33 2.60 -3.32
H21 2.88 4.61 -1.97
H22 -2.73 1.46 3.31
H23 -3.28 -2.63 3.97
H24 -1.16 -0.21 2.52

# 6
Formula: C12H24BrNOPS
Source: OMol25
Level of theory: ωB97M-V/def2-TZVPD

Calculated values
**Charge**: +1
**Energy**: -106530.88837 eV
**F_max**: 2.9 eV/Å
**HOMO energy**: -13.3 eV
**Kohn-Sham gap**: 8.8 eV
**2S+1**: 1

Positions of all 41 atoms, in Å:
Br1 -0.71 -1.50 -0.78
S1 -0.14 -1.77 3.29
P1 -1.35 0.31 0.35
O1 -5.18 -1.10 0.51
N1 -0.48 0.50 1.80
C1 1.77 1.51 -0.81
C2 -3.12 0.02 0.86
C3 3.14 -0.67 -0.41
C4 1.07 2.58 0.06
C5 -0.40 2.95 -0.32
C6 -0.20 -0.59 2.29
C7 -1.33 1.77 -0.75
C8 3.79 -1.58 0.67
C9 2.79 0.74 0.11
C10 3.54 -3.08 0.27
C11 -3.85 -1.01 -0.02
C12 -3.98 -0.60 -1.52
H1 1.10 0.73 -1.22
H2 3.88 -0.59 -1.23
H3 3.69 1.36 0.17
H4 -3.08 -0.38 1.89
H5 -1.02 1.46 -1.76
H6 -0.40 3.75 -1.07
H7 -4.96 -0.16 -1.74
H8 4.40 -3.70 0.58
H9 2.25 -1.19 -0.80
H10 4.88 -1.44 0.73
H11 3.36 -1.44 1.67
H12 -2.36 2.15 -0.85
H13 -5.65 -1.78 0.02
H14 2.36 0.64 1.12
H15 1.14 2.37 1.14
H16 2.62 -3.44 0.76
H17 2.37 1.96 -1.62
H18 -3.42 -2.02 0.05
H19 -3.86 -1.51 -2.13
H20 3.42 -3.21 -0.82
H21 -3.19 0.10 -1.83
H22 -3.68 0.97 0.87
H23 -0.85 3.40 0.58
H24 1.65 3.51 -0.07